25
Properties=species:S:1:pos:R:3:mulliken_spin:R:1 method="wB97M-V/def2-TZVPD" relative_energy_kcal_mol=24.19 homo_lumo_gap_ev="12.342 / 4.251" spin_multiplicity=2 largest_force_ha_per_bohr=0.055 total_charge=+1
C 1.000 1.829 0.451 0.110
C 0.888 2.077 1.945 0.019
C 0.501 3.039 -0.357 0.028
H 1.983 1.558 0.132 0.005
H 0.329 1.010 0.014 0.024
H 1.406 2.977 2.219 0.013
H 1.456 1.244 2.373 0.001
H -0.579 3.040 -0.279 0.007
H 0.884 3.955 0.115 0.018
H -0.122 2.274 2.362 0.004
H 0.739 2.860 -1.419 -0.001
C -0.612 -1.573 -0.283 0.058
C -1.869 -2.328 -0.162 0.098
C 0.681 -2.272 0.107 0.138
C -0.576 -0.930 -1.689 0.036
H -0.606 -0.731 0.531 0.280
H -1.923 -2.822 0.808 -0.008
H 0.638 -3.317 -0.303 0.055
H 1.513 -1.793 -0.405 -0.009
H 0.886 -2.225 1.175 0.005
H -1.589 -0.644 -1.823 -0.001
H -0.098 0.105 -1.752 -0.007
H -0.353 -1.703 -2.398 0.007
H -1.778 -3.054 -1.066 0.096
H -2.822 -1.805 -0.417 0.025